A 2-piece molecular cluster, C20H20F3 overall in a non-equilibrium geometry, computed with wB97M-V/def2-TZVPD.

Each line ends with the Löwdin charge.
Element x y z (Å)
1 F -0.789 3.261 -5.128  0.066
2 F -1.810 -1.938 -7.820  0.071
3 F -2.180 -5.529 -4.696  0.071
4 C -0.862 0.897 -1.742  0.027
5 C -0.818 0.252 -3.019  -0.155
6 C -1.465 -1.528 -5.516  0.086
7 C 0.874 -2.227 -0.336  -0.093
8 C 1.833 -2.276 1.977  -0.153
9 C -0.743 1.108 -4.155  0.082
10 C -1.960 -3.785 -6.310  0.143
11 C -1.755 -2.425 -6.528  -0.190
12 C -1.897 -4.209 -4.977  -0.192
13 C -0.821 2.484 -3.990  -0.200
14 C -0.723 -2.413 1.602  -0.195
15 C 0.471 -2.766 2.502  -0.187
16 C 1.946 -2.194 0.481  -0.286
17 C 3.322 -2.107 -0.095  -0.058
18 C -0.860 -1.172 -3.078  0.145
19 C -0.861 2.281 -1.611  -0.017
20 C -1.270 -1.980 -4.173  -0.144
21 C -0.446 -2.756 0.127  -0.217
22 C -1.551 -3.368 -3.933  0.098
23 C -0.834 3.106 -2.748  0.068
24 H -0.465 -3.862 0.022  0.128
25 H 0.525 -3.862 2.593  0.117
26 H -0.556 0.706 -5.140  0.111
27 H -0.877 2.729 -0.617  0.128
28 H -2.131 -4.473 -7.129  0.154
29 H 3.658 -3.059 -0.532  0.094
30 H 3.363 -1.368 -0.904  0.082
31 H 0.290 -2.365 3.510  0.114
32 H 2.027 -1.282 2.413  0.129
33 H -0.774 4.190 -2.670  0.143
34 H 1.028 -1.994 -1.389  0.087
35 H -1.600 -2.974 1.950  0.113
36 H -0.690 -1.707 -2.140  0.072
37 H -1.372 -0.485 -5.766  0.101
38 H 4.055 -1.818 0.662  0.081
39 H -0.964 -1.347 1.722  0.112
40 H -0.921 0.260 -0.858  0.123
41 H -1.482 -3.737 -2.909  0.140
42 H 2.623 -2.930 2.373  0.123
43 H -1.280 -2.391 -0.477  0.079

Energy relative to the best compared isomer or geometry (same formula, charge and spin) = 7.7 kJ/mol
Total charge = +1
Total energy = -1073.3791 hartree
2S+1 = 1
E_LUMO = -6.58 eV
Orbital gap = 0.176 Ha


C29H41FeN9O3S2Se as an isolated structure, computed with wB97M-V/def2-TZVPD.

Each line ends with the Löwdin spin population.
Element x y z (Å)
1 Se 0.861 -0.685 -1.054  0.013
2 Fe -0.942 -1.807 0.511  3.705
3 S -2.538 -2.269 2.455  0.042
4 S -2.728 -2.302 -1.745  0.017
5 O -1.348 2.229 2.739  0.001
6 O -0.175 -3.549 -0.207  0.076
7 O -0.689 0.328 1.836  0.019
8 N -1.695 -1.568 4.879  0.002
9 N -2.581 1.279 1.037  0.001
10 N 1.450 1.561 0.611  0.005
11 N -4.660 -4.214 -1.294  0.001
12 N -2.873 -4.515 -0.151  -0.001
13 N 0.335 -2.427 2.183  0.038
14 N 0.004 -2.041 3.467  0.007
15 N 0.166 2.090 -1.064  0.005
16 N -2.719 0.165 0.212  0.017
17 C 0.164 5.464 0.518  0.001
18 C 3.713 1.072 1.569  0.000
19 C 0.839 1.068 -0.483  0.009
20 C 3.880 -4.390 -0.422  0.003
21 C -0.179 4.534 -0.454  0.001
22 C 0.426 4.455 -4.216  0.000
23 C -3.738 -5.531 0.209  0.000
24 C -0.559 1.990 -2.332  0.000
25 C -3.433 -3.683 -1.054  0.002
26 C 1.478 3.828 1.742  0.001
27 C 1.643 -4.547 -1.326  0.005
28 C 2.004 -3.436 0.793  0.003
29 C -1.502 1.215 1.876  0.002
30 C 4.238 1.501 -0.934  0.001
31 C 1.101 -3.825 -0.238  0.006
32 C 1.215 3.263 -3.675  0.000
33 C 3.370 -3.723 0.670  -0.001
34 C 0.371 1.991 -3.543  0.001
35 C 1.531 -2.830 2.024  0.002
36 C 0.979 5.114 1.603  0.001
37 C -5.634 -3.654 -2.214  0.001
38 C 4.471 0.630 0.309  0.000
39 C 1.140 2.907 0.762  0.000
40 C -4.860 -5.347 -0.504  0.000
41 C -1.274 -1.944 3.633  0.005
42 C 2.992 -4.813 -1.419  -0.001
43 C 2.217 0.768 1.575  0.000
44 C 0.326 3.251 -0.309  0.000
45 C -2.159 3.403 2.628  0.000
46 H -1.133 1.067 -2.309  0.000
47 H 5.032 1.345 -1.670  0.000
48 H -5.773 -5.921 -0.541  0.000
49 H 0.949 -4.863 -2.099  0.000
50 H 4.208 -0.409 0.082  0.000
51 H 3.881 2.144 1.729  0.000
52 H 2.094 3.550 2.591  0.000
53 H -0.251 1.864 -4.435  0.000
54 H -3.171 3.219 2.994  0.000
55 H 5.537 0.645 0.547  0.000
56 H 4.943 -4.590 -0.502  0.000
57 H -6.036 -4.440 -2.848  0.000
58 H -2.186 3.767 1.601  0.000
59 H 1.015 1.114 -3.468  0.000
60 H 2.056 3.056 -4.339  0.000
61 H -3.411 1.752 1.346  0.000
62 H 4.230 2.567 -0.673  0.000
63 H -1.251 2.832 -2.371  0.000
64 H 2.211 -2.784 2.878  0.002
65 H -6.449 -3.177 -1.671  0.000
66 H -0.430 4.699 -3.576  0.000
67 H -0.205 6.479 0.432  0.000
68 H -2.672 -1.495 5.070  0.001
69 H -3.024 0.430 -0.710  0.000
70 H -3.485 -6.278 0.943  0.000
71 H 4.126 0.551 2.435  0.000
72 H 2.046 -0.274 1.325  0.000
73 H 1.226 5.862 2.346  0.000
74 H 1.050 5.348 -4.283  0.000
75 H -1.010 -1.428 5.600  0.000
76 H -1.686 4.149 3.257  0.000
77 H 3.371 -5.359 -2.276  0.000
78 H 3.294 1.261 -1.429  0.001
79 H 0.039 4.238 -5.215  0.000
80 H -0.813 4.810 -1.289  0.000
81 H -3.347 -0.516 0.616  0.000
82 H -5.134 -2.911 -2.826  0.001
83 H 1.781 0.941 2.558  0.000
84 H 4.038 -3.403 1.467  0.000
85 H 1.650 3.518 -2.702  0.000
86 H -1.940 -4.366 0.211  -0.001

Energy relative to the best compared isomer or geometry (same formula, charge and spin) = 20.9 kJ/mol
Total energy = -6309.8207 hartree
2S+1 = 5
E_LUMO (spin up / spin down) = 0.30 / 0.29 eV
Orbital gap (spin up / spin down) = 0.253 / 0.257 Ha


A 10-piece molecular cluster, C22H67N3O10 overall in a non-equilibrium geometry, computed with wB97M-V/def2-TZVPD.

Each line ends with the Löwdin charge.
Element x y z (Å)
1 O -12.425 15.002 9.075  -0.133
2 O -17.386 12.215 10.704  -0.188
3 O -20.279 13.637 5.899  -0.082
4 O -13.092 11.525 2.803  -0.150
5 O -13.576 18.110 8.233  -0.115
6 O -11.310 13.416 4.252  -0.233
7 O -16.555 10.971 6.263  -0.114
8 O -15.309 14.920 3.706  -0.119
9 O -14.783 14.995 6.545  -0.166
10 O -18.690 18.448 8.670  -0.165
11 N -7.856 13.153 3.159  0.031
12 N -14.460 14.224 11.326  0.022
13 N -15.740 16.413 9.228  0.073
14 C -13.403 10.752 3.936  -0.157
15 C -15.382 13.817 2.727  -0.199
16 C -14.841 13.568 6.768  -0.106
17 C -15.086 13.103 10.721  -0.430
18 C -18.911 13.896 6.257  -0.312
19 C -9.137 12.706 3.643  -0.466
20 C -18.543 15.262 5.762  -0.101
21 C -9.993 13.928 4.033  -0.159
22 C -19.808 18.074 9.442  -0.081
23 C -16.355 18.439 10.268  -0.064
24 C -14.131 11.866 10.707  -0.039
25 C -12.308 14.415 4.372  -0.090
26 C -16.894 17.210 9.649  -0.453
27 C -17.157 10.897 7.501  -0.182
28 C -13.779 18.249 6.842  -0.346
29 C -16.624 12.950 3.164  -0.045
30 C -8.878 11.755 4.754  -0.062
31 C -17.724 17.519 8.444  -0.250
32 C -12.448 18.604 6.227  -0.087
33 C -11.192 14.712 8.411  -0.125
34 C -18.328 13.124 10.257  -0.130
35 C -16.351 12.750 11.530  -0.170
36 H -14.690 14.298 12.336  0.094
37 H -14.371 17.579 8.504  0.031
38 H -13.596 11.400 4.827  0.080
39 H -16.040 15.627 8.669  0.057
40 H -15.686 18.215 11.106  0.087
41 H -17.131 19.140 10.670  0.096
42 H -18.169 11.367 7.457  0.086
43 H -14.523 11.103 9.998  0.083
44 H -12.263 14.901 5.339  0.078
45 H -12.294 18.089 5.265  0.067
46 H -17.868 13.988 9.744  0.080
47 H -16.729 13.648 12.104  0.135
48 H -12.326 19.672 6.078  0.065
49 H -14.473 13.241 2.807  0.060
50 H -19.003 12.632 9.604  0.070
51 H -15.024 13.014 5.835  0.059
52 H -15.728 19.019 9.558  0.090
53 H -10.096 14.654 3.231  0.120
54 H -14.861 15.159 5.604  0.017
55 H -15.331 13.411 9.707  0.101
56 H -15.471 14.264 1.732  0.118
57 H -12.296 15.068 3.502  0.102
58 H -15.576 13.418 7.551  0.054
59 H -17.070 17.970 7.681  0.144
60 H -12.826 15.770 8.687  0.038
61 H -18.815 13.831 7.371  0.102
62 H -17.524 13.534 3.072  0.059
63 H -12.494 12.267 3.075  0.058
64 H -9.829 11.467 5.206  0.079
65 H -12.621 10.055 4.256  0.077
66 H -7.877 13.859 2.423  0.077
67 H -7.420 12.382 2.679  0.071
68 H -17.515 15.568 6.066  0.072
69 H -20.378 17.255 9.008  0.087
70 H -18.099 16.570 8.032  0.104
71 H -20.484 18.888 9.506  0.078
72 H -11.673 18.260 6.916  0.074
73 H -13.485 14.436 11.165  0.065
74 H -16.558 12.601 4.188  0.037
75 H -17.228 9.894 7.950  0.094
76 H -13.291 13.925 4.370  0.055
77 H -16.675 12.057 2.545  0.075
78 H -9.773 12.248 2.874  0.138
79 H -14.605 18.942 6.545  0.119
80 H -16.605 11.392 8.261  0.041
81 H -14.275 10.189 3.665  0.070
82 H -20.516 14.247 5.180  0.078
83 H -14.080 17.269 6.451  0.081
84 H -14.946 15.670 3.286  0.061
85 H -9.722 14.448 4.947  0.127
86 H -18.529 15.271 4.648  0.082
87 H -19.450 17.763 10.434  0.088
88 H -19.197 16.072 6.101  0.077
89 H -13.843 13.328 7.149  0.082
90 H -17.489 16.709 10.423  0.131
91 H -10.964 13.699 8.814  0.092
92 H -8.372 12.351 5.504  0.081
93 H -15.272 15.941 9.983  0.056
94 H -17.065 10.397 5.694  0.087
95 H -18.908 13.529 11.098  0.094
96 H -16.176 11.995 12.244  0.105
97 H -10.375 15.358 8.746  0.078
98 H -13.960 11.442 11.737  0.095
99 H -18.210 13.146 5.887  0.083
100 H -8.251 10.892 4.490  0.088
101 H -11.247 14.750 7.345  0.046
102 H -13.189 12.176 10.349  0.039

Energy relative to the best compared isomer or geometry (same formula, charge and spin) = 177.1 kJ/mol
Total energy = -1794.8857 hartree
2S+1 = 1
E_LUMO = 0.49 eV
Structure (SMILES) = COC[C@H](C)N.COC[C@H](C)N.COC[C@H](C)N.CCO.CCO.CCO.CO.CO.CO.CO
Orbital gap = 0.347 Ha


C3H6N2O as an isolated structure, computed with wB97M-V/def2-TZVPD.

Each line ends with the Löwdin charge.
Element x y z (Å)
1 O -1.777 0.002 -0.201  -0.023
2 N 1.503 -0.092 0.066  0.147
3 N -0.562 1.758 0.937  0.112
4 C 0.245 0.102 -0.733  -0.220
5 C -0.697 0.831 0.073  -0.534
6 C -0.829 -0.979 -0.717  -0.165
7 H 1.384 0.349 0.998  0.138
8 H -1.430 1.920 1.443  0.043
9 H -1.172 -1.385 -1.675  0.101
10 H 1.758 -1.076 0.185  0.150
11 H -0.712 -1.800 0.011  0.111
12 H 2.289 0.371 -0.387  0.142

Energy relative to the best compared isomer or geometry (same formula, charge and spin) = 384.4 kJ/mol
Total energy = -302.5467 hartree
2S+1 = 1
E_LUMO = 0.32 eV
Orbital gap = 0.287 Ha


An isolated molecule of C5H7NO, computed with wB97M-V/def2-TZVPD.

Each line ends with the Löwdin charge.
Element x y z (Å)
1 O 1.016 -1.915 -0.621  -0.003
2 N 1.220 1.608 0.089  0.078
3 C -0.432 -0.355 0.074  -0.226
4 C -1.681 0.336 0.528  -0.049
5 C 0.865 0.251 -0.108  -0.289
6 C -0.261 -1.661 -0.248  -0.089
7 C 1.694 -0.744 -0.515  -0.071
8 H -1.702 0.463 1.617  0.081
9 H 1.251 2.117 -0.790  0.086
10 H -0.935 -2.504 -0.275  0.129
11 H 2.741 -0.770 -0.776  0.126
12 H 0.562 2.074 0.706  0.073
13 H -2.573 -0.231 0.242  0.078
14 H -1.764 1.332 0.077  0.075

Energy relative to the best compared isomer or geometry (same formula, charge and spin) = 82.4 kJ/mol
Total energy = -324.6931 hartree
2S+1 = 1
E_LUMO = 0.90 eV
Structure (SMILES) = Cc1cocc1N
Orbital gap = 0.339 Ha


A 2-piece molecular cluster, C3H9NO2S overall in a non-equilibrium geometry, computed with wB97M-V/def2-TZVPD.

Each line ends with the Löwdin charge.
Element x y z (Å)
1 S -0.777 1.501 -3.914  -0.039
2 O 0.884 -1.462 1.574  -0.308
3 O 0.298 -1.118 3.952  -0.229
4 N 0.255 -0.498 -0.520  -0.087
5 C 0.692 -0.322 0.874  -0.537
6 C -0.984 0.467 -2.423  -0.819
7 C -0.025 0.754 -1.274  -0.365
8 H -0.879 -0.589 -2.688  0.025
9 H 0.694 -1.267 2.975  -0.045
10 H -1.996 0.548 -2.033  0.019
11 H 0.963 0.987 -1.662  0.073
12 H 0.299 -0.156 3.965  -0.036
13 H -0.590 -1.044 -0.450  0.075
14 H 1.649 0.275 0.900  0.093
15 H -0.081 0.339 1.379  0.088
16 H -0.402 1.585 -0.654  0.090

Energy relative to the best compared isomer or geometry (same formula, charge and spin) = 28.9 kJ/mol
Total charge = -2
Total energy = -723.0711 hartree
2S+1 = 1
E_LUMO = 5.97 eV
Orbital gap = 0.216 Ha